1.
Density functional theory data (ωB97M-V/def2-TZVPD) for 4 unconnected molecules or ions with the total composition C4BrClN3O5 in a non-equilibrium geometry.

The geometry in XYZ format:
```
14
Properties=species:S:1:pos:R:3:lowdin_charge:R:1
C -0.165 1.214 2.454 -0.5097
C -0.436 2.788 -1.132 -0.5099
C 0.262 -4.561 0.114 -0.5040
C -0.758 0.129 1.975 -0.5491
N 0.151 2.305 2.693 0.1491
N 0.527 3.306 -1.648 -0.4069
N 0.213 0.004 -0.587 -0.3179
O -0.801 -4.957 0.041 0.2109
O 0.746 -1.063 -0.684 -0.1313
O -1.428 2.751 -0.527 0.1345
O 1.319 -4.207 0.010 0.2296
O 0.012 0.724 -1.535 -0.1587
Cl 1.831 2.596 -2.351 0.6195
Br 0.130 -1.454 2.146 0.7438
```

Frontier orbital gap (alpha / beta), eV: 6.399 / 6.349
Highest occupied orbital energy (alpha / beta), eV: -4.58 / -4.56
Net charge: -1
Spin multiplicity: 1
ΔE to the lowest compared entry with this formula, charge and spin, kcal per mole: 39.5

2.
Density functional theory data (ωB97M-V/def2-TZVPD) for CH3ClN2O2 in the gas phase in a non-equilibrium geometry.

The geometry in XYZ format:
```
9
Properties=species:S:1:pos:R:3:lowdin_charge:R:1
C 1.310 -0.416 -0.394 -0.0639
O 0.607 0.200 0.669 -0.0679
N -0.746 0.528 0.537 -0.4626
O -0.994 1.633 0.934 0.0254
N -1.521 -0.364 0.096 -0.3323
Cl -3.137 0.188 0.104 0.6286
H 1.354 0.215 -1.279 0.0917
H 2.306 -0.621 -0.013 0.0963
H 0.823 -1.363 -0.656 0.0848
```

Frontier orbital gap, eV: 10.793
Highest occupied orbital energy, eV: -10.26
Structure (SMILES): CO/[N+]([O-])=N/Cl
Net charge: 0
Spin multiplicity: 1
ΔE to the lowest compared entry with this formula, charge and spin, kcal per mole: 67.3

3.
Density functional theory data (ωB97M-V/def2-TZVPD) for a molecular structure, C47H53BIrN10OS3 in a non-equilibrium geometry.

The geometry in XYZ format:
```
116
Properties=species:S:1:pos:R:3:lowdin_charge:R:1
Ir 1.121 -0.561 -0.552 0.8339
C -3.620 -2.397 -2.063 -0.0222
C -3.110 -1.029 -2.370 -0.2082
C -3.811 -0.140 -3.139 0.1174
C -3.387 1.176 -3.334 -0.1903
N -2.261 1.585 -2.833 0.2236
N -1.488 0.727 -2.173 0.0218
B -0.206 1.267 -1.685 -0.6903
N 0.660 1.791 -2.791 0.0057
N 0.303 3.016 -3.197 0.2148
C 1.037 3.667 -4.074 -0.1717
C 2.235 3.123 -4.564 0.1283
C 2.686 1.891 -4.114 -0.1957
C 4.019 1.314 -4.443 -0.0260
C 1.806 1.203 -3.216 -0.5215
S 2.157 -0.367 -2.549 0.7292
C 0.532 5.003 -4.480 -0.5410
C -0.769 4.879 -5.288 -0.0276
C 0.192 5.842 -3.229 -0.0341
C 1.550 5.800 -5.343 -0.0387
N -0.372 2.103 -0.468 -0.0156
N -1.602 2.131 0.030 0.2076
C -1.832 2.883 1.075 -0.1869
C -0.818 3.692 1.591 0.0646
C 0.513 3.504 1.224 -0.2199
C 1.632 4.233 1.925 -0.0041
C 0.742 2.550 0.212 -0.5589
S 2.171 1.614 -0.079 0.8977
C -3.238 2.870 1.615 -0.5319
C -3.463 3.806 2.826 -0.0368
C -4.191 3.290 0.482 -0.0323
C -3.670 1.444 1.984 -0.0365
C -1.880 -0.534 -1.857 -0.4491
S -0.899 -1.398 -0.676 0.7962
C -4.177 2.172 -4.090 -0.5260
C -3.620 2.216 -5.543 -0.0139
C -3.982 3.584 -3.485 -0.0352
C -5.685 1.859 -4.156 -0.0330
H -4.494 -2.589 -2.683 0.0997
H -3.894 -2.513 -1.001 0.1085
H -2.830 -3.138 -2.297 0.1019
H -4.705 -0.480 -3.651 0.1430
H 2.794 3.660 -5.304 0.1289
H 4.514 1.966 -5.175 0.1097
H 3.929 0.320 -4.862 0.0908
H 4.623 1.222 -3.530 0.1053
H -1.501 4.292 -4.729 0.0455
H -0.583 4.384 -6.271 0.1118
H -1.191 5.883 -5.451 0.1079
H -0.505 5.307 -2.578 0.0701
H -0.263 6.792 -3.557 0.1057
H 1.074 6.058 -2.615 0.0912
H 1.756 5.300 -6.305 0.0952
H 2.517 5.932 -4.804 0.1066
H 1.150 6.781 -5.600 0.1005
H -1.061 4.430 2.352 0.1288
H 1.253 4.859 2.736 0.0980
H 2.225 4.847 1.208 0.1187
H 2.337 3.505 2.377 0.0972
H -3.232 4.860 2.585 0.0990
H -2.854 3.502 3.707 0.1020
H -4.526 3.735 3.106 0.1044
H -4.027 4.347 0.229 0.1058
H -5.227 3.174 0.789 0.1019
H -4.003 2.661 -0.400 0.0655
H -3.029 0.974 2.747 0.0875
H -3.639 0.779 1.110 0.0770
H -4.682 1.449 2.383 0.0997
H -2.529 2.330 -5.512 0.0736
H -4.070 3.036 -6.094 0.1003
H -3.825 1.267 -6.068 0.1004
H -2.951 3.782 -3.195 0.0531
H -4.542 3.681 -2.560 0.0715
H -4.334 4.363 -4.200 0.1159
H -5.870 0.946 -4.747 0.0895
H -6.244 2.675 -4.643 0.1105
H -6.124 1.702 -3.154 0.1016
C 4.425 -10.625 8.280 -0.0022
O 4.011 -9.271 8.612 -0.0382
C 3.750 -8.397 7.600 -0.2086
C 3.411 -7.094 7.961 0.1310
C 3.119 -6.105 7.009 0.1113
C 3.155 -6.436 5.649 -0.1171
C 3.436 -7.750 5.270 0.1142
C 3.740 -8.720 6.229 0.1381
C 2.893 -5.430 4.642 -0.2304
N 2.944 -5.646 3.317 0.1909
C 2.574 -4.464 2.711 -0.1320
C 2.231 -3.475 3.698 -0.0733
N 2.453 -4.146 4.916 0.1784
C 1.771 -2.155 3.397 -0.0437
C 1.438 -1.135 4.323 0.0591
C 0.870 0.013 3.792 0.0001
C 0.640 0.174 2.427 -0.0732
N 1.092 -0.719 1.492 -0.1289
C 1.650 -1.868 1.982 -0.1134
C 2.026 -2.842 0.979 -0.1153
N 1.816 -2.453 -0.322 -0.1467
C 2.119 -3.353 -1.315 -0.0793
C 2.649 -4.616 -1.038 0.0179
C 2.834 -5.049 0.277 0.0712
C 2.504 -4.155 1.307 -0.0509
H 4.507 -11.137 9.226 0.1084
H 5.409 -10.601 7.790 0.1149
H 3.690 -11.126 7.643 0.1041
H 3.357 -6.862 9.031 0.1669
H 2.833 -5.103 7.321 0.1378
H 3.421 -7.975 4.218 0.1427
H 4.010 -9.715 5.895 0.1436
H 2.329 -3.797 5.872 0.1624
H 1.546 -1.324 5.389 0.1360
H 0.543 0.790 4.489 0.1372
H 0.046 1.013 2.076 0.1008
H 1.892 -3.072 -2.340 0.0970
H 2.949 -5.233 -1.869 0.1306
H 3.205 -6.031 0.555 0.1403
```

Frontier orbital gap (alpha / beta), eV: 5.519 / 3.749
Highest occupied orbital energy (alpha / beta), eV: -15.53 / -17.09
Net charge: +4
Spin multiplicity: 6
ΔE to the lowest compared entry with this formula, charge and spin, kcal per mole: 6.6